No. 1
{"formula": "C30H43Cl6F24NaO6", "method": "ωB97M-V/def2-TZVPD", "symbols": ["Na", "O", "C", "O", "O", "H", "C", "C", "C", "F", "F", "F", "F", "O", "C", "C", "F", "F", "F", "F", "H", "H", "H", "H", "C", "C", "C", "F", "F", "F", "F", "O", "C", "C", "F", "F", "F", "F", "H", "H", "H", "H", "C", "C", "C", "F", "F", "F", "F", "O", "C", "C", "F", "F", "F", "F", "H", "H", "H", "H", "C", "C", "C", "C", "C", "C", "H", "H", "H", "H", "H", "H", "H", "H", "H", "H", "H", "H", "H", "H", "C", "C", "C", "C", "C", "C", "H", "H", "H", "H", "H", "H", "H", "H", "H", "H", "H", "H", "H", "H", "C", "Cl", "Cl", "Cl", "H", "C", "Cl", "Cl", "Cl", "H"], "positions_angstrom": [[11.708, -24.020, -22.733], [10.911, -23.558, -18.684], [11.107, -23.503, -20.056], [12.133, -23.069, -20.550], [10.277, -24.101, -20.771], [10.315, -24.309, -18.733], [10.562, -19.305, -14.765], [10.665, -18.166, -15.851], [9.983, -16.886, -15.417], [8.715, -16.971, -15.097], [10.585, -16.312, -14.389], [11.986, -17.921, -16.042], [10.117, -18.419, -17.073], [11.043, -20.552, -15.356], [10.366, -21.720, -14.792], [11.335, -22.854, -15.244], [12.544, -22.906, -14.691], [10.756, -24.099, -15.060], [10.207, -21.657, -13.493], [9.185, -21.800, -15.370], [9.493, -19.343, -14.553], [11.132, -18.990, -13.890], [10.019, -16.185, -16.251], [11.490, -22.703, -16.313], [15.214, -27.019, -22.946], [14.004, -27.838, -23.355], [12.715, -27.676, -22.436], [13.071, -27.775, -21.124], [12.100, -26.476, -22.539], [13.769, -27.561, -24.679], [14.355, -29.127, -23.279], [14.878, -25.721, -22.552], [15.949, -24.831, -22.162], [15.326, -23.434, -21.909], [16.225, -22.575, -21.539], [14.452, -23.011, -22.858], [16.454, -25.381, -21.090], [16.849, -24.796, -23.139], [15.911, -27.096, -23.781], [15.707, -27.550, -22.132], [12.011, -28.473, -22.673], [14.691, -23.554, -21.031], [9.884, -20.908, -23.783], [11.267, -20.252, -23.654], [12.335, -20.903, -24.525], [12.453, -22.255, -24.324], [12.015, -20.788, -25.803], [11.158, -18.930, -23.945], [11.700, -20.293, -22.372], [9.970, -22.320, -23.540], [8.747, -23.022, -23.670], [7.607, -22.748, -22.593], [7.184, -21.502, -22.682], [6.630, -23.597, -22.699], [8.360, -22.836, -24.932], [9.109, -24.323, -23.646], [9.472, -20.564, -24.731], [9.254, -20.440, -23.026], [13.248, -20.355, -24.291], [7.951, -22.807, -21.561], [7.939, -24.606, -17.819], [6.607, -25.130, -17.292], [5.853, -25.965, -18.361], [5.633, -25.208, -19.644], [4.535, -25.731, -20.632], [4.495, -27.257, -20.862], [8.503, -24.077, -17.051], [7.933, -24.012, -18.732], [8.655, -25.422, -17.916], [6.720, -25.700, -16.370], [5.980, -24.300, -16.965], [4.921, -26.318, -17.919], [6.457, -26.869, -18.437], [5.204, -24.265, -19.305], [6.538, -25.144, -20.249], [3.556, -25.329, -20.371], [4.731, -25.299, -21.613], [4.305, -27.791, -19.931], [3.702, -27.550, -21.551], [5.484, -27.583, -21.187], [8.668, -32.176, -17.993], [8.777, -30.763, -18.570], [9.034, -30.762, -20.041], [9.461, -29.421, -20.577], [8.213, -28.586, -20.895], [8.504, -27.209, -21.403], [9.553, -32.772, -18.214], [7.838, -32.669, -18.499], [8.636, -32.170, -16.903], [7.840, -30.219, -18.448], [9.502, -30.135, -18.052], [8.235, -31.263, -20.588], [9.859, -31.437, -20.267], [10.113, -28.913, -19.867], [10.058, -29.546, -21.481], [7.498, -29.072, -21.559], [7.700, -28.416, -19.948], [8.952, -27.315, -22.391], [7.564, -26.675, -21.539], [9.139, -26.617, -20.743], [12.772, -26.034, -17.668], [11.519, -27.019, -18.387], [13.982, -25.599, -18.873], [13.560, -26.784, -16.233], [12.320, -25.105, -17.322], [13.133, -20.277, -18.991], [12.497, -18.698, -19.319], [13.774, -20.500, -17.342], [14.352, -20.698, -20.242], [12.323, -21.003, -19.062]], "forces_ev_per_angstrom": [[-0.15, 0.22, 0.64], [0.42, 0.26, -0.83], [0.23, -1.45, -1.04], [2.19, 1.89, 0.38], [-1.89, -0.55, 0.05], [-0.82, -0.26, 0.89], [-0.49, 0.14, -2.26], [0.37, -1.31, 1.05], [0.92, 1.83, -1.61], [-2.08, -1.26, 0.47], [1.20, 0.25, 1.44], [-0.14, 0.35, -0.18], [0.07, -0.69, 0.56], [-1.36, -0.25, 2.11], [3.11, 1.48, -1.78], [-0.95, -1.04, -1.49], [0.02, 0.58, 0.96], [0.04, 0.86, 0.09], [-0.14, 0.23, 1.06], [-0.82, -0.55, -0.18], [-0.01, -0.38, 0.32], [0.05, -0.15, -0.11], [0.37, -0.01, -0.35], [-0.22, -0.08, -0.17], [1.01, -0.81, 0.70], [-0.12, 1.52, 0.46], [0.60, -0.39, 0.13], [0.28, -0.31, -0.81], [0.02, 0.29, -0.68], [-0.83, -0.13, 0.61], [-0.08, -0.63, -0.01], [0.01, 2.08, -0.25], [-2.86, -1.49, -2.37], [-2.71, -2.37, 2.56], [1.93, 1.66, -0.84], [1.14, 0.09, -0.78], [1.25, 0.37, 1.31], [0.82, 0.08, -0.20], [-0.04, 0.44, -0.25], [-0.14, -0.06, 0.28], [-0.12, 0.04, -0.03], [-0.30, -0.36, 0.17], [0.01, 1.02, 0.79], [-1.03, -0.93, 0.78], [0.43, 0.30, 0.45], [0.16, 0.51, 0.54], [-0.32, 0.49, -1.10], [0.01, -0.41, -0.54], [0.10, -0.40, 0.00], [-1.24, 0.16, 0.24], [1.35, -0.14, -0.30], [2.87, -0.10, 1.49], [-0.96, 1.75, -1.12], [-1.65, -1.25, -1.05], [-1.25, 0.60, -0.44], [-0.05, 0.02, 0.86], [0.02, -0.80, -0.38], [0.10, 0.01, 0.17], [0.52, -0.50, -0.19], [0.99, -0.58, -0.14], [0.93, -0.37, 1.05], [-0.50, 0.38, -0.63], [0.63, -0.47, 1.29], [-1.43, -0.57, -0.78], [0.27, -0.55, -0.13], [0.10, 0.53, 0.84], [-0.45, 0.74, 0.16], [-0.25, -0.11, 0.10], [-0.20, -0.60, -0.74], [0.35, -0.28, -0.13], [-0.13, 0.31, -0.24], [-0.31, 0.16, -0.09], [0.04, -0.22, -0.63], [0.71, 0.63, -0.37], [0.17, 0.52, 0.42], [-0.12, -0.25, 0.32], [0.15, 0.27, -0.03], [-0.06, -0.01, 0.13], [0.24, 0.04, -0.21], [-0.13, -0.17, -0.34], [0.50, 0.44, -0.21], [-0.60, 0.05, 0.50], [1.66, -1.12, -0.50], [-1.26, 0.28, -0.99], [0.33, 0.54, 1.20], [-0.10, 0.23, -0.75], [0.19, 0.10, -0.27], [-0.21, -0.20, 0.54], [-0.66, -0.07, -0.05], [-0.29, -0.10, 0.42], [0.35, -0.23, 0.06], [-0.47, 0.52, -0.12], [0.37, -0.30, 0.32], [-0.11, 0.09, 0.12], [0.03, -0.05, -0.25], [0.22, -0.38, -0.04], [-0.33, -0.37, 0.20], [0.30, 0.41, -0.12], [0.04, 0.21, -0.06], [0.12, -0.01, -0.07], [0.43, 0.55, 0.62], [-0.15, -0.22, 0.15], [0.10, -0.06, 0.02], [-0.44, 0.09, -0.63], [0.05, -0.26, -0.10], [0.12, -1.14, -0.17], [-0.07, 0.51, 0.16], [0.05, 0.31, -0.44], [-0.27, 0.19, 0.63], [0.24, 0.09, -0.29]], "lumo_ev": 0.070, "homo_ha": -0.33858, "charge": 0, "gap_ha": 0.3412}

=====

No. 2
{"formula": "C20H22INO2", "method": "ωB97M-V/def2-TZVPD", "symbols": ["O", "C", "C", "C", "C", "C", "C", "C", "C", "O", "C", "C", "I", "C", "C", "C", "C", "H", "H", "H", "H", "H", "H", "H", "C", "C", "N", "C", "C", "C", "C", "H", "H", "H", "H", "H", "H", "H", "H", "H", "H", "H", "H", "H", "H", "H"], "positions_angstrom": [[2.700, 1.054, 2.254], [3.350, 0.833, 1.106], [4.948, 1.240, 0.853], [6.001, 1.333, 2.111], [7.567, 1.759, 1.767], [8.076, 2.064, 0.221], [7.024, 1.976, -1.077], [5.460, 1.581, -0.702], [4.249, 1.489, -1.852], [4.395, 2.357, -2.885], [2.979, 0.461, -1.685], [2.136, -0.255, -2.895], [2.734, 0.120, -5.003], [0.837, -1.250, -2.606], [0.302, -1.574, -1.060], [1.171, -0.861, 0.164], [2.474, 0.124, -0.128], [5.682, 1.107, 3.221], [8.288, 1.845, 2.711], [9.190, 2.379, -0.035], [7.389, 2.185, -2.174], [0.291, -1.717, -3.558], [-0.633, -2.262, -0.904], [0.790, -1.074, 1.253], [-2.642, 1.087, 0.334], [-3.637, 0.129, -0.315], [-3.777, -1.154, 0.382], [-4.521, -2.154, -0.392], [-5.990, -1.871, -0.689], [-4.124, -1.084, 1.803], [-5.416, -0.366, 2.181], [-1.654, 0.623, 0.437], [-2.529, 1.980, -0.287], [-2.976, 1.420, 1.321], [-3.272, -0.062, -1.332], [-4.600, 0.640, -0.419], [-4.446, -3.129, 0.107], [-4.005, -2.293, -1.350], [-6.617, -2.026, 0.191], [-6.350, -2.559, -1.460], [-6.154, -0.853, -1.062], [-3.298, -0.597, 2.334], [-4.149, -2.097, 2.224], [-5.553, 0.571, 1.635], [-5.400, -0.119, 3.248], [-6.291, -0.998, 2.015]], "forces_ev_per_angstrom": [[4.33, -1.35, -6.64], [-2.86, 0.52, 3.55], [2.82, 0.72, -0.31], [1.33, 0.97, -4.35], [-2.65, -0.29, -2.53], [-3.79, -0.82, 0.29], [-1.61, -0.84, 4.85], [0.92, -0.57, 2.15], [1.49, 3.84, -3.76], [-1.24, -5.69, 6.09], [-2.69, -2.19, 1.30], [-1.02, -0.41, 3.75], [-0.67, -0.44, 2.09], [1.52, 1.41, 2.81], [4.44, 3.26, -1.56], [0.52, 0.51, -3.36], [-0.91, -1.09, -2.49], [0.61, 0.53, -2.63], [-1.57, -0.19, -2.53], [-2.64, -0.82, 0.86], [-1.01, -0.47, 2.50], [1.40, 1.18, 2.39], [2.08, 1.57, -0.14], [1.12, 0.67, -2.32], [-0.02, -0.07, 0.14], [0.16, -0.07, 0.22], [0.08, -0.35, -0.15], [0.28, 0.00, -0.03], [-0.34, -0.01, -0.09], [0.34, 0.16, 0.06], [-0.30, 0.01, 0.24], [-0.15, 0.02, 0.01], [-0.04, -0.11, 0.03], [0.06, -0.04, -0.07], [-0.17, -0.23, 0.09], [-0.11, 0.13, -0.07], [0.06, 0.24, 0.11], [0.07, 0.18, 0.08], [0.03, 0.10, -0.09], [0.05, 0.05, 0.05], [0.05, -0.16, 0.09], [-0.03, 0.02, -0.20], [0.01, 0.04, -0.32], [0.04, -0.08, 0.01], [0.01, -0.02, -0.11], [0.03, 0.16, -0.05]], "lumo_ev": -1.775, "homo_ha": -0.30373, "charge": 0, "gap_ha": 0.2385}

=====

No. 3
{"formula": "C3H7N3O2", "method": "ωB97M-V/def2-TZVPD", "symbols": ["H", "N", "N", "C", "C", "O", "H", "H", "H", "N", "C", "O", "H", "H", "H"], "positions_angstrom": [[0.003, -0.219, 2.273], [-0.620, -0.427, 1.472], [-0.832, 0.637, 0.823], [-0.166, 1.142, -0.222], [-0.881, 2.270, -0.915], [1.020, 0.841, -0.457], [-1.962, 2.141, -0.871], [-0.633, 3.215, -0.431], [-0.575, 2.312, -1.959], [0.429, -2.282, -0.490], [1.150, -1.782, 0.530], [1.581, -2.366, 1.492], [0.037, -3.210, -0.399], [0.010, -1.667, -1.168], [1.436, -0.606, 0.324]], "forces_ev_per_angstrom": [[-0.21, 0.01, 0.42], [-0.64, 1.53, -0.19], [1.12, -2.87, 0.58], [0.97, 2.03, -0.48], [-0.08, -0.10, -0.29], [-1.64, 0.47, -0.43], [0.01, -0.06, 0.09], [0.12, -0.04, -0.04], [0.08, 0.05, 0.09], [-0.38, -0.72, -0.29], [1.22, 2.82, -0.39], [-0.13, -0.77, 0.35], [0.11, 0.08, -0.03], [0.18, 0.01, 0.13], [-0.75, -2.44, 0.50]], "lumo_ev": [-1.887, -1.815], "homo_ha": [-0.33455, -0.33135], "charge": 0, "de_lowest_kcal_mol": 117.4, "gap_ha": [0.2652, 0.2647]}